This record from OMol25 describes an isolated ion of composition C5H10NO and charge +1. The level of theory is ωB97M-V/def2-TZVPD.

Positions of all 17 atoms, in Å:
C -1.23 -0.63 -1.26
C -0.20 0.05 -0.43
C 0.52 1.21 -0.98
N -0.76 0.22 1.08
C 0.31 -0.72 0.77
C 1.67 -0.57 1.50
O 2.62 -1.22 1.30
H -0.92 -0.57 -2.37
H -2.20 -0.09 -1.25
H -1.35 -1.68 -0.93
H -0.19 2.01 -1.19
H 1.08 0.92 -1.94
H 1.18 1.57 -0.12
H -1.80 -0.09 1.07
H -0.55 1.12 1.44
H 0.13 -1.74 0.90
H 1.69 0.19 2.41

Calculated values
Highest occupied orbital energy in hartree: -0.5349
Charge: +1
Lowest unoccupied orbital energy in eV: -3.562
Gap between HOMO and LUMO in eV: 11.0
Energy relative to the best compared isomer or geometry (same formula, charge and spin) in kJ/mol: 269.7
Energy in eV: -8875.785
SMILES: CC1(C)[NH2+][C@@H]1C=O

This record from OMol25 describes C35H61BaN4OPSSi2 as an isolated structure. The level of theory is ωB97M-V/def2-TZVPD.

Positions of all 106 atoms, in Å:
Ba -1.41 -0.93 0.18
C -4.80 0.39 2.62
Si -3.16 0.09 3.54
C -2.13 1.68 3.44
C -3.65 -0.04 5.38
C -2.27 -1.30 2.75
C -3.14 -2.42 2.27
C -4.09 -3.01 3.11
C -4.87 -4.06 2.68
C -4.71 -4.54 1.39
C -3.76 -3.92 0.60
N -3.02 -2.90 1.00
Si -0.66 -1.91 3.42
C 0.12 -3.17 2.23
C 0.61 -0.51 3.55
C -0.81 -2.70 5.13
H -5.24 1.35 2.93
H -5.53 -0.39 2.82
H -4.65 0.43 1.54
H -2.78 2.56 3.47
H -1.54 1.74 2.53
H -1.44 1.77 4.28
H -4.09 0.91 5.71
H -2.78 -0.23 6.03
H -4.37 -0.82 5.58
H -4.18 -2.65 4.13
H -5.59 -4.51 3.35
H -5.29 -5.37 1.00
H -3.60 -4.24 -0.43
H 0.76 -2.74 1.47
H -0.63 -3.79 1.73
H 0.75 -3.85 2.81
H 0.80 -0.05 2.58
H 1.57 -0.89 3.92
H 0.30 0.28 4.24
H -1.39 -3.62 5.08
H -1.32 -2.04 5.83
H 0.17 -2.94 5.55
C -5.69 2.84 -1.21
N -4.34 2.70 -0.72
C -3.63 3.60 0.03
C -2.43 3.01 0.28
N -2.38 1.76 -0.30
C -3.56 1.62 -0.88
H -5.93 3.90 -1.29
H -6.40 2.36 -0.53
H -5.76 2.38 -2.19
H -4.03 4.56 0.30
H -1.60 3.41 0.84
H -3.87 0.78 -1.47
O 1.02 -0.64 -0.37
P 1.78 0.19 -1.39
C 3.56 0.07 -0.99
C 4.18 -1.24 -1.51
C 5.51 -1.56 -0.80
C 6.16 -0.30 -0.25
C 5.27 0.33 0.83
C 3.78 0.12 0.53
C 1.11 1.91 -1.29
C 1.42 2.88 -2.43
C 2.78 3.55 -2.32
C 2.91 4.27 -0.98
C 2.67 3.32 0.17
C 1.32 2.61 0.06
C 1.42 -0.35 -3.09
C 1.13 -1.85 -3.20
C 0.64 -2.16 -4.61
C 1.65 -1.71 -5.69
C 2.86 -1.01 -5.09
C 2.43 0.13 -4.17
H 4.06 0.93 -1.45
H 4.35 -1.17 -2.59
H 3.47 -2.06 -1.35
H 6.17 -2.08 -1.48
H 5.32 -2.25 0.03
H 6.32 0.41 -1.07
H 7.15 -0.51 0.16
H 5.48 1.40 0.92
H 5.49 -0.12 1.80
H 3.18 0.90 1.01
H 3.42 -0.82 0.94
H 0.04 1.65 -1.37
H 0.66 3.67 -2.39
H 1.29 2.40 -3.40
H 2.92 4.25 -3.15
H 3.58 2.81 -2.42
H 2.16 5.08 -0.95
H 3.89 4.75 -0.89
H 2.72 3.86 1.13
H 3.48 2.59 0.20
H 0.54 3.37 0.14
H 1.16 1.92 0.89
H 0.45 0.14 -3.29
H 0.36 -2.12 -2.48
H 2.02 -2.43 -2.96
H -0.31 -1.65 -4.76
H 0.44 -3.23 -4.69
H 1.16 -1.04 -6.39
H 1.98 -2.57 -6.28
H 3.50 -0.62 -5.88
H 3.47 -1.73 -4.53
H 1.96 0.90 -4.79
H 3.31 0.60 -3.72
S -2.97 0.37 -4.84
C -2.41 -0.19 -3.40
N -1.99 -0.57 -2.38

Calculated values
Highest occupied orbital energy in hartree: -0.2501
Charge: 0
Lowest unoccupied orbital energy in eV: 0.414
Gap between HOMO and LUMO in eV: 7.2
Energy relative to the best compared isomer or geometry (same formula, charge and spin) in kJ/mol: 36.8
Energy in eV: -81872.980

This record from OMol25 describes C24H31BaN3OSi2 as an isolated structure. The level of theory is ωB97M-V/def2-TZVPD.

Positions of all 62 atoms, in Å:
Ba 0.56 -0.40 -0.11
C 6.49 2.11 0.40
C 5.13 2.36 0.32
C 4.20 1.34 0.14
C 4.70 0.04 0.07
C 6.06 -0.23 0.14
C 6.97 0.81 0.30
N 3.76 -1.03 -0.15
N 4.09 -2.09 0.39
C 3.25 -3.24 0.13
C 3.99 -4.43 0.16
C 3.37 -5.64 -0.10
C 2.00 -5.63 -0.34
C 1.29 -4.43 -0.30
C 1.86 -3.17 -0.06
H 7.19 2.93 0.53
H 4.77 3.38 0.39
H 3.04 1.53 0.10
H 6.40 -1.26 0.06
H 8.03 0.60 0.35
H 5.06 -4.38 0.37
H 3.93 -6.56 -0.11
H 1.48 -6.57 -0.53
H 0.21 -4.50 -0.46
C -3.88 2.46 -2.29
Si -2.20 1.82 -1.63
C -1.01 3.26 -1.64
C -1.67 0.62 -3.01
C -2.30 0.94 -0.05
C -2.99 -0.35 -0.08
C -4.40 -0.48 -0.04
C -5.00 -1.73 -0.06
C -4.20 -2.86 -0.13
C -2.83 -2.67 -0.16
N -2.24 -1.48 -0.14
Si -2.24 1.76 1.57
C -3.90 2.47 2.18
C -0.98 3.14 1.69
C -1.83 0.47 2.91
H -3.77 2.94 -3.27
H -4.30 3.20 -1.59
H -4.60 1.65 -2.38
H -0.82 3.58 -2.67
H -0.06 2.94 -1.17
H -1.40 4.12 -1.09
H -1.74 1.10 -3.99
H -2.32 -0.27 -3.03
H -0.64 0.27 -2.90
H -4.99 0.42 0.00
H -6.08 -1.81 -0.04
H -4.62 -3.86 -0.14
H -2.15 -3.52 -0.21
H -4.25 3.25 1.49
H -3.81 2.92 3.18
H -4.68 1.70 2.23
H -1.33 4.05 1.20
H -0.04 2.82 1.22
H -0.80 3.38 2.74
H -2.53 -0.37 2.87
H -1.88 0.91 3.90
H -0.82 0.06 2.79
O 1.44 1.63 0.02

Calculated values
Highest occupied orbital energy in hartree: -0.0125
Charge: -2
Lowest unoccupied orbital energy in eV: 4.451
Gap between HOMO and LUMO in eV: 4.8
Energy relative to the best compared isomer or geometry (same formula, charge and spin) in kJ/mol: 59.8
Energy in eV: -48356.908

This record from OMol25 describes one molecule with the formula C3H9NOS2. The level of theory is ωB97M-V/def2-TZVPD.

Positions of all 16 atoms, in Å:
N -1.10 1.06 -0.34
C -0.10 0.04 -0.48
C -0.72 -1.24 -1.04
O -0.84 -1.07 -2.44
C 0.58 -0.23 0.88
S 2.00 0.92 1.02
S 2.16 1.21 3.08
H -0.94 1.78 0.34
H -1.38 1.45 -1.23
H 0.70 0.28 -1.21
H -1.71 -1.34 -0.57
H -0.09 -2.10 -0.77
H -1.00 -1.91 -2.87
H -0.13 -0.03 1.67
H 1.00 -1.23 0.91
H 1.58 2.41 3.06

Calculated values
Highest occupied orbital energy in hartree: -0.3316
Charge: 0
Lowest unoccupied orbital energy in eV: 0.568
Gap between HOMO and LUMO in eV: 9.6
Energy relative to the best compared isomer or geometry (same formula, charge and spin) in kJ/mol: 69.7
Energy in eV: -28464.717
SMILES: N[C@H](CO)CSS

This record from OMol25 describes an isolated ion of composition C6H13N2OS and charge +1. The level of theory is ωB97M-V/def2-TZVPD.

Positions of all 23 atoms, in Å:
C 2.39 -1.08 0.10
C 1.82 -0.01 1.05
O 1.08 0.84 0.26
N 0.95 0.38 -1.14
C -0.51 -0.10 -1.23
N -1.39 1.08 -1.05
C -2.64 0.62 -0.34
C -2.28 -0.25 0.83
S -1.00 -1.30 0.16
C 1.92 -0.70 -1.34
H 2.00 -1.96 0.55
H 3.44 -1.15 0.05
H 1.27 -0.45 1.84
H 2.68 0.73 1.49
H -0.52 -0.67 -2.07
H -1.52 1.53 -1.91
H -0.91 1.65 -0.34
H -3.16 -0.01 -1.11
H -3.22 1.52 -0.08
H -1.84 0.27 1.74
H -3.17 -0.95 1.12
H 2.85 -0.30 -1.89
H 1.57 -1.61 -1.90

Calculated values
Highest occupied orbital energy in hartree: -0.4763
Charge: +1
Lowest unoccupied orbital energy in eV: -3.094
Gap between HOMO and LUMO in eV: 9.9
Energy relative to the best compared isomer or geometry (same formula, charge and spin) in kJ/mol: 326.5
Energy in eV: -22286.069
SMILES: C1CON([C@@H]2[NH2+]CCS2)C1

This record from OMol25 describes C31H22AlCl5N3P as an isolated structure. The level of theory is ωB97M-V/def2-TZVPD.

Positions of all 63 atoms, in Å:
Al -1.01 0.38 1.27
Cl -0.85 -1.23 4.56
C -1.23 0.44 4.36
C -1.23 0.96 3.08
C -1.53 2.30 2.92
Cl -1.51 2.81 1.22
C -1.85 3.16 3.96
Cl -2.22 4.80 3.66
C -1.85 2.61 5.25
Cl -2.22 3.60 6.57
C -1.53 1.25 5.45
Cl -1.53 0.60 7.03
N 5.80 -0.39 -0.27
C 6.81 -0.49 -1.19
C 8.19 -0.64 -1.05
C 8.91 -0.70 -2.22
C 8.29 -0.61 -3.49
C 6.93 -0.47 -3.62
C 6.18 -0.40 -2.44
N 4.83 -0.26 -2.28
C 4.63 -0.26 -0.98
C 3.32 -0.12 -0.41
C 3.05 -0.11 0.97
C 1.76 0.03 1.41
N 0.71 0.17 0.56
C 0.96 0.17 -0.78
C 2.22 0.03 -1.28
H 5.92 -0.43 0.73
H 8.68 -0.70 -0.09
H 9.98 -0.81 -2.18
H 8.91 -0.66 -4.38
H 6.45 -0.40 -4.59
H 3.83 -0.22 1.71
H 1.53 0.05 2.47
H 0.11 0.28 -1.44
H 2.40 0.03 -2.35
C -2.16 -2.60 0.09
P -2.63 -0.85 0.02
C -2.54 -0.30 -1.69
C -3.01 0.99 -1.98
C -2.92 1.47 -3.28
C -2.36 0.68 -4.28
C -1.90 -0.60 -3.99
C -1.99 -1.09 -2.69
C -4.29 -0.68 0.64
C -5.28 -1.55 0.20
C -6.59 -1.39 0.64
C -6.91 -0.36 1.51
C -5.93 0.52 1.95
C -4.62 0.36 1.51
H -2.79 -3.18 -0.58
H -2.28 -2.95 1.11
H -1.12 -2.72 -0.21
H -3.47 1.59 -1.21
H -3.29 2.46 -3.51
H -2.29 1.06 -5.29
H -1.48 -1.21 -4.77
H -1.63 -2.09 -2.48
H -5.05 -2.36 -0.49
H -7.35 -2.07 0.30
H -7.93 -0.24 1.85
H -6.18 1.32 2.63
H -3.86 1.05 1.87

Calculated values
Highest occupied orbital energy in hartree: -0.4768
Charge: +2
Lowest unoccupied orbital energy in eV: -6.450
Gap between HOMO and LUMO in eV: 6.5
Energy relative to the best compared isomer or geometry (same formula, charge and spin) in kJ/mol: 0.0
Energy in eV: -115461.388

This record from OMol25 describes a 7-piece molecular cluster, H14O7 overall. The level of theory is ωB97M-V/def2-TZVPD.

Positions of all 21 atoms, in Å:
O 3.07 20.29 -10.15
H 3.26 20.99 -10.75
H 2.52 19.61 -10.56
O -1.36 17.38 -14.43
H -1.32 18.10 -13.75
H -2.24 17.21 -14.70
O -2.92 15.33 -12.47
H -2.46 15.93 -11.86
H -3.27 15.75 -13.27
O -1.55 16.59 -10.64
H -1.83 16.47 -9.72
H -0.61 16.38 -10.63
O -3.09 19.47 -10.35
H -3.75 19.02 -10.85
H -2.28 19.46 -10.92
O -0.86 18.81 -12.06
H 0.07 18.80 -11.93
H -1.20 18.14 -11.48
O 1.70 18.42 -11.33
H 1.53 17.66 -10.72
H 1.88 18.04 -12.22

Calculated values
Highest occupied orbital energy in hartree: -0.3964
Charge: 0
Lowest unoccupied orbital energy in eV: -0.631
Gap between HOMO and LUMO in eV: 10.2
Energy relative to the best compared isomer or geometry (same formula, charge and spin) in kJ/mol: 200.1
Energy in eV: -14559.388
SMILES: O.O.O.O.O.O.O

This record from OMol25 describes a 2-piece molecular cluster, C2H4BFO overall. The level of theory is ωB97M-V/def2-TZVPD.

Positions of all 9 atoms, in Å:
C -1.33 -0.58 -0.14
C -2.55 -0.17 -0.04
O -3.64 0.21 0.04
H -0.69 -0.20 -0.92
H -0.91 -1.31 0.52
B 2.28 0.57 0.14
F 2.41 -0.73 0.03
H 2.17 1.02 1.22
H 2.26 1.20 -0.85

Calculated values
Highest occupied orbital energy in hartree: -0.3507
Charge: 0
Lowest unoccupied orbital energy in eV: 0.517
Gap between HOMO and LUMO in eV: 10.1
Energy relative to the best compared isomer or geometry (same formula, charge and spin) in kJ/mol: 11.9
Energy in eV: -7579.610
SMILES: C=C=O.BF

This record from OMol25 describes C3H4S2 as an isolated structure. The level of theory is ωB97M-V/def2-TZVPD.

Positions of all 9 atoms, in Å:
C -1.09 -0.80 0.15
C -0.30 0.59 0.14
C 1.17 -0.24 -0.31
H -0.40 1.29 1.18
H -0.70 1.52 -0.53
H 1.98 -0.06 0.62
H 1.68 0.24 -1.18
S -2.70 -0.83 -0.11
S 0.36 -1.71 0.05

Calculated values
Highest occupied orbital energy in hartree: -0.3181
Charge: 0
Lowest unoccupied orbital energy in eV: -0.285
Gap between HOMO and LUMO in eV: 8.4
Energy relative to the best compared isomer or geometry (same formula, charge and spin) in kJ/mol: 245.0
Energy in eV: -24843.102